Below is C8H15NO2P as an isolated structure at a distorted geometry, with properties calculated with the ωB97M-V functional and the def2-TZVPD basis.

Structure (XYZ):
```
27
Properties=species:S:1:pos:R:3
C -0.606 -1.219 -0.985
C 0.173 0.043 -1.463
C -0.486 -1.227 0.431
C 0.455 0.800 -0.122
C 1.935 -0.417 3.048
C 1.897 1.318 -0.026
C -0.583 1.934 0.065
C 1.251 0.735 3.678
N 0.104 -0.183 0.925
O 1.722 -0.762 1.918
O -1.231 -1.995 -1.763
P -2.882 -2.336 -3.352
H 1.150 -0.416 -2.000
H -0.554 0.635 -2.052
H -0.919 -1.915 1.179
H -2.186 -2.493 -4.710
H 1.927 2.086 -0.726
H 2.585 0.676 -0.418
H 2.228 1.402 0.995
H -1.568 1.555 0.347
H -0.638 2.598 -0.937
H -0.391 2.520 1.017
H 0.159 0.512 4.120
H 1.101 1.633 3.017
H 1.695 0.999 4.724
H -2.292 -3.512 -2.865
H -4.047 -2.971 -4.044
```

Computed properties:
LUMO level (spin up / spin down) (eV): 3.402 / 3.339
DFT total energy (a.u.): -860.22316
Kohn-Sham gap (spin up / spin down) (eV): 6.408 / 5.038
Multiplicity: 1
HOMO energy (spin up / spin down) (eV): -3.0 / -1.7
Charge: -1
Maximum force (eV/Å): 4.4
Energy above the lowest of the compared OMol25 structures with the same formula, charge and spin (kcal/mol): 149.4

Want to see where the charge sits? The Mulliken charges in e are:
1 C 0.226
2 C -0.335
3 C -0.546
4 C 1.490
5 C -0.305
6 C -1.968
7 C -1.608
8 C -0.592
9 N -0.324
10 O -0.144
11 O -0.732
12 P -0.110
13 H 0.214
14 H 0.228
15 H 0.418
16 H 0.020
17 H 0.524
18 H 0.523
19 H 0.262
20 H 0.429
21 H 0.298
22 H 0.308
23 H 0.222
24 H 0.149
25 H 0.316
26 H -0.001
27 H 0.038

Below is a 2-piece molecular cluster, C8H15NO4 overall at a distorted geometry, with properties calculated with the ωB97M-V functional and the def2-TZVPD basis.

Structure (XYZ):
```
28
Properties=species:S:1:pos:R:3
C 0.790 2.934 -0.230
C -0.164 2.097 0.043
N -1.061 1.338 0.219
C -2.015 0.874 1.209
C -3.275 0.418 0.468
C -2.942 -0.905 -0.289
O -3.754 -1.766 -0.405
O -1.740 -0.999 -0.868
H 1.839 2.575 -0.168
H 0.524 3.834 -0.511
H -2.231 1.742 1.823
H -1.443 0.123 1.678
H -4.025 0.217 1.268
H -3.644 1.338 -0.148
H -1.274 -0.152 -0.846
C 3.038 -1.550 0.457
C 1.699 -0.990 -0.020
C 1.667 -0.800 -1.564
O 0.670 -1.797 0.342
O 1.374 0.296 0.551
H 3.660 -0.744 0.150
H 3.142 -1.832 1.542
H 3.222 -2.402 -0.141
H 2.720 -0.981 -1.866
H 0.970 -1.548 -1.993
H 1.519 0.149 -1.889
H -0.097 -1.850 -0.209
H 0.833 0.381 1.399
```

Computed properties:
LUMO level (eV): 0.559
SMILES: C=C=NCCC(=O)O.CC(C)(O)O
DFT total energy (a.u.): -669.44531
Kohn-Sham gap (eV): 9.291
Multiplicity: 1
HOMO energy (eV): -8.7
Maximum force (eV/Å): 4.9
Energy above the lowest of the compared OMol25 structures with the same formula, charge and spin (kcal/mol): 75.8

Want to see where the charge sits? The Mulliken charges in e are:
1 C -1.441
2 C 1.016
3 N -0.307
4 C -0.806
5 C -0.350
6 C 0.435
7 O -0.556
8 O -0.566
9 H 0.223
10 H 0.429
11 H 0.440
12 H 0.424
13 H 0.328
14 H 0.274
15 H 0.464
16 C -1.528
17 C 1.344
18 C -1.502
19 O -0.590
20 O -0.535
21 H 0.391
22 H 0.315
23 H 0.405
24 H 0.443
25 H 0.337
26 H 0.358
27 H 0.299
28 H 0.257

Below is C8H15NO5S as an isolated structure at a distorted geometry, with properties calculated with the ωB97M-V functional and the def2-TZVPD basis.

Structure (XYZ):
```
30
Properties=species:S:1:pos:R:3
C 1.730 -2.983 1.920
C 0.708 -1.987 1.186
O 1.200 -1.183 0.381
N -0.721 -2.115 1.472
C -1.464 -0.852 1.182
C -1.012 0.394 2.058
C -0.144 1.480 1.292
C -0.726 1.927 -0.118
C -0.110 1.171 -1.358
C 1.340 1.530 -1.875
O 1.312 1.031 -3.263
S -0.246 0.691 -3.732
O -0.565 1.320 -5.046
O -0.674 -0.742 -3.755
O -1.037 1.484 -2.468
H 2.429 -3.351 1.107
H 1.101 -3.816 2.343
H 2.256 -2.354 2.694
H -1.060 -2.786 0.758
H -2.553 -1.061 1.457
H -1.474 -0.660 0.062
H -0.518 -0.013 2.998
H -1.948 0.934 2.426
H 0.956 1.188 1.224
H -0.150 2.414 1.950
H -0.550 3.046 -0.228
H -1.854 1.755 -0.095
H -0.129 0.037 -1.383
H 1.734 2.584 -1.781
H 2.171 0.916 -1.407
```

Computed properties:
LUMO level (eV): 0.597
DFT total energy (a.u.): -1142.87614
Kohn-Sham gap (eV): 10.730
Multiplicity: 1
HOMO energy (eV): -10.1
Maximum force (eV/Å): 4.9
Energy above the lowest of the compared OMol25 structures with the same formula, charge and spin (kcal/mol): 41.0

Want to see where the charge sits? The Mulliken charges in e are:
1 C -0.979
2 C 0.443
3 O -0.474
4 N -0.418
5 C -0.126
6 C -0.937
7 C -0.362
8 C -0.821
9 C 0.275
10 C -0.164
11 O -0.314
12 S 1.163
13 O -0.591
14 O -0.556
15 O -0.462
16 H 0.293
17 H 0.321
18 H 0.252
19 H 0.314
20 H 0.287
21 H 0.160
22 H 0.348
23 H 0.344
24 H 0.278
25 H 0.346
26 H 0.428
27 H 0.293
28 H 0.159
29 H 0.284
30 H 0.216

Below is C8H15NOPPd as an isolated structure at a distorted geometry, with properties calculated with the ωB97M-V functional and the def2-TZVPD basis.

Structure (XYZ):
```
27
Properties=species:S:1:pos:R:3
C -0.029 -0.167 -1.549
C -0.869 -1.181 -2.376
C -0.377 -2.470 -2.150
C 0.799 -2.373 -1.322
C 1.083 -1.005 -1.135
Pd -0.208 1.036 0.337
P -0.334 3.152 -0.221
H 0.104 0.837 -2.017
H -1.755 -0.896 -2.920
H -0.858 -3.394 -2.400
H 1.957 -0.542 -0.647
H 1.361 -3.174 -0.879
H -1.391 3.696 0.571
H -0.717 3.395 -1.574
H 0.875 3.826 0.143
C -1.334 0.253 4.785
N -0.046 -0.253 4.367
C 0.866 -0.868 5.305
C 0.238 -0.100 3.076
O -0.595 0.503 2.363
H -1.394 0.075 5.845
H -2.152 -0.262 4.277
H -1.440 1.321 4.583
H 0.997 -1.920 5.051
H 1.832 -0.366 5.250
H 0.411 -0.749 6.276
H 1.206 -0.509 2.685
```

Computed properties:
LUMO level (spin up / spin down) (eV): 3.125 / 2.266
DFT total energy (a.u.): -912.88016
Kohn-Sham gap (spin up / spin down) (eV): 2.482 / 6.418
Multiplicity: 3
HOMO energy (spin up / spin down) (eV): 0.6 / -4.2
Charge: -1
Maximum force (eV/Å): 3.5
Energy above the lowest of the compared OMol25 structures with the same formula, charge and spin (kcal/mol): 0.0

Want to see where the charge sits? The Mulliken charges in e are:
1 C -0.174
2 C -0.609
3 C -0.409
4 C -0.622
5 C -0.444
6 Pd -0.327
7 P -0.123
8 H 0.199
9 H 0.385
10 H 0.407
11 H 0.475
12 H 0.409
13 H 0.101
14 H 0.077
15 H 0.073
16 C -2.039
17 N 3.067
18 C -2.902
19 C -0.634
20 O -0.583
21 H 0.301
22 H 0.294
23 H 0.364
24 H 0.691
25 H 0.709
26 H 0.255
27 H 0.058

Below is a single C8H15OPS molecule at a distorted geometry, with properties calculated with the ωB97M-V functional and the def2-TZVPD basis.

Structure (XYZ):
```
26
Properties=species:S:1:pos:R:3
C -2.902 -0.391 -0.060
C -0.510 -0.162 1.000
C -4.227 -1.036 -0.264
C 1.458 0.738 2.062
C 1.087 -0.735 -1.532
C 3.046 0.337 -0.414
C 0.968 -0.194 0.944
C 1.521 0.234 -0.434
O -2.709 0.832 -0.543
P -1.622 1.929 0.112
S -1.569 -1.313 0.426
H -4.577 -0.884 -1.287
H -4.149 -2.098 -0.052
H -4.966 -0.595 0.408
H 0.919 0.523 2.981
H 2.520 0.613 2.250
H 1.258 1.772 1.790
H 0.008 -0.724 -1.668
H 1.389 -1.751 -1.285
H 1.543 -0.458 -2.479
H 3.416 0.522 -1.420
H 3.488 -0.590 -0.053
H 3.379 1.153 0.221
H 1.316 -1.216 1.149
H 1.106 1.226 -0.657
H -1.190 2.269 -1.194
```

Computed properties:
LUMO level (spin up / spin down) (eV): 0.023 / -0.116
DFT total energy (a.u.): -1128.45210
Kohn-Sham gap (spin up / spin down) (eV): 6.890 / 6.580
Multiplicity: 1
HOMO energy (spin up / spin down) (eV): -6.9 / -6.7
Maximum force (eV/Å): 2.5
Energy above the lowest of the compared OMol25 structures with the same formula, charge and spin (kcal/mol): 59.4

Want to see where the charge sits? The Mulliken charges in e are:
1 C 0.655
2 C -0.853
3 C -1.106
4 C -1.659
5 C -1.557
6 C -1.644
7 C 0.812
8 C 0.899
9 O -0.360
10 P 0.091
11 S -0.084
12 H 0.295
13 H 0.366
14 H 0.273
15 H 0.435
16 H 0.434
17 H 0.287
18 H 0.283
19 H 0.349
20 H 0.449
21 H 0.444
22 H 0.348
23 H 0.399
24 H 0.419
25 H 0.006
26 H 0.016

Below is a single C8H16 molecule at a distorted geometry, with properties calculated with the ωB97M-V functional and the def2-TZVPD basis.

Structure (XYZ):
```
24
Properties=species:S:1:pos:R:3
C -2.288 -2.297 -2.068
C -1.115 -1.763 -1.282
C -1.334 -0.979 -0.157
C -0.191 -0.684 0.945
C 1.195 -0.372 0.250
C 1.302 0.987 -0.414
C 0.677 2.198 0.450
C 1.245 2.103 1.902
H -2.834 -1.404 -2.588
H -1.895 -2.932 -2.956
H -3.035 -2.749 -1.428
H -0.227 -2.192 -1.625
H -2.264 -0.647 0.281
H -0.503 0.260 1.472
H -0.015 -1.536 1.567
H 2.066 -0.467 0.998
H 1.501 -1.162 -0.501
H 2.375 1.269 -0.712
H 0.625 0.810 -1.378
H 1.165 3.030 0.017
H -0.414 2.384 0.426
H 0.771 2.697 2.694
H 0.852 1.160 2.334
H 2.344 2.285 1.771
```

Computed properties:
LUMO level (eV): 1.146
SMILES: C/C=C/CCCCC
DFT total energy (a.u.): -314.31725
Kohn-Sham gap (eV): 10.116
Multiplicity: 1
HOMO energy (eV): -9.0
Maximum force (eV/Å): 4.8
Energy above the lowest of the compared OMol25 structures with the same formula, charge and spin (kcal/mol): 48.5

Want to see where the charge sits? The Mulliken charges in e are:
1 C -1.070
2 C -0.084
3 C -0.509
4 C -0.516
5 C -0.719
6 C -0.454
7 C -0.576
8 C -1.003
9 H 0.235
10 H 0.283
11 H 0.315
12 H 0.325
13 H 0.317
14 H 0.345
15 H 0.286
16 H 0.354
17 H 0.360
18 H 0.339
19 H 0.213
20 H 0.382
21 H 0.305
22 H 0.351
23 H 0.251
24 H 0.271

Below is C8H16AuN2PS as an isolated structure at a distorted geometry, with properties calculated with the ωB97M-V functional and the def2-TZVPD basis.

Structure (XYZ):
```
29
Properties=species:S:1:pos:R:3
C 0.897 -0.238 -2.100
C -0.592 0.000 -2.560
C -1.016 1.268 -1.905
C 0.252 2.033 -1.702
C 1.393 1.109 -1.481
Au -0.095 0.143 -0.204
P -0.209 -2.158 0.607
H 1.546 -1.135 -2.181
H -1.288 -0.534 -3.216
H -2.008 1.731 -2.038
H 2.423 1.240 -0.794
H 0.316 3.148 -1.756
H 1.097 -2.080 1.224
H -0.136 -3.127 -0.483
H -1.310 -2.467 1.514
C -1.723 -0.858 4.819
N -1.325 -0.811 3.369
C -0.099 -0.102 3.218
S 0.157 1.107 1.950
N 0.911 -0.793 3.792
C 0.959 -2.239 4.248
H -0.821 -0.767 5.427
H -2.215 -1.818 5.062
H -2.353 -0.002 5.132
H -2.044 -0.268 2.910
H 1.806 -0.394 3.562
H 1.728 -2.805 3.673
H 1.159 -2.286 5.349
H -0.005 -2.721 4.032
```

Computed properties:
LUMO level (spin up / spin down) (eV): 0.668 / -0.680
DFT total energy (a.u.): -1298.86400
Kohn-Sham gap (spin up / spin down) (eV): 5.259 / 6.307
Multiplicity: 3
HOMO energy (spin up / spin down) (eV): -4.6 / -7.0
Maximum force (eV/Å): 4.4

Want to see where the charge sits? The Mulliken charges in e are:
1 C -0.578
2 C -0.401
3 C -0.541
4 C -0.242
5 C -0.489
6 Au 0.586
7 P -0.221
8 H 0.516
9 H 0.355
10 H 0.445
11 H 0.334
12 H 0.336
13 H 0.095
14 H 0.143
15 H 0.149
16 C -0.982
17 N -0.165
18 C -0.289
19 S -0.405
20 N -0.155
21 C -0.937
22 H 0.313
23 H 0.306
24 H 0.331
25 H 0.263
26 H 0.265
27 H 0.336
28 H 0.299
29 H 0.332

Below is a 4-piece molecular cluster, C8H16Br8 overall at a distorted geometry, with properties calculated with the ωB97M-V functional and the def2-TZVPD basis.

Structure (XYZ):
```
32
Properties=species:S:1:pos:R:3
Br -3.286 2.841 4.940
C -1.996 2.258 3.532
C -0.991 1.305 4.192
Br 0.283 0.833 2.743
H -1.551 3.179 3.155
H -2.521 1.683 2.770
H -1.373 0.355 4.564
H -0.303 1.716 4.931
Br 3.310 -5.706 0.480
C 2.852 -5.376 2.371
C 1.646 -4.415 2.409
Br 1.117 -4.183 4.241
H 3.783 -5.126 2.880
H 2.494 -6.312 2.800
H 0.769 -4.841 1.921
H 1.729 -3.458 1.895
Br -3.616 2.329 -6.744
C -3.137 1.868 -4.858
C -3.907 2.723 -3.907
Br -3.417 2.248 -2.053
H -2.078 2.089 -4.731
H -3.372 0.812 -4.720
H -4.961 2.652 -4.174
H -3.743 3.774 -4.145
Br 1.270 -0.902 -2.238
C 2.125 0.890 -2.207
C 3.460 0.794 -1.490
Br 4.140 2.655 -1.069
H 1.418 1.577 -1.741
H 2.337 1.156 -3.243
H 4.204 0.194 -2.014
H 3.316 0.389 -0.489
```

Computed properties:
LUMO level (eV): 0.244
SMILES: BrCCBr.BrCCBr.BrCCBr.BrCCBr
DFT total energy (a.u.): -20906.51631
Kohn-Sham gap (eV): 10.647
Multiplicity: 1
HOMO energy (eV): -10.4
Maximum force (eV/Å): 1.4
Energy above the lowest of the compared OMol25 structures with the same formula, charge and spin (kcal/mol): 20.8

Want to see where the charge sits? The Mulliken charges in e are:
1 Br -0.178
2 C -0.576
3 C -0.580
4 Br -0.150
5 H 0.381
6 H 0.367
7 H 0.376
8 H 0.362
9 Br -0.168
10 C -0.573
11 C -0.583
12 Br -0.150
13 H 0.392
14 H 0.346
15 H 0.346
16 H 0.390
17 Br -0.163
18 C -0.595
19 C -0.632
20 Br -0.160
21 H 0.363
22 H 0.384
23 H 0.401
24 H 0.402
25 Br -0.159
26 C -0.617
27 C -0.566
28 Br -0.170
29 H 0.413
30 H 0.362
31 H 0.403
32 H 0.333

- Among the records above, which one has the highest DFT total energy?
  C8H16